(1)
# C6H12N

A structure of composition C6H12N (ωB97M-V/def2-TZVPD, OMol25).

XYZ file:
```
19
Properties=species:S:1:pos:R:3:forces:R:3:nbo_charge:R:1
H 0.27231 2.56104 2.28521 0.8 -0.5 -1.3 0.2453
C -0.03125 -2.72730 -0.50666 -1.8 4.2 -0.5 -0.6090
H 0.87192 -0.65552 2.08201 -0.8 1.0 -1.0 0.2224
C -0.55731 -1.27877 -0.11756 2.2 1.7 3.4 -0.0548
C 0.59761 -0.13302 1.12254 0.3 -13.7 2.3 -0.0553
H -0.17106 -3.40357 0.28257 -0.1 -0.8 0.9 0.2566
H 1.94818 2.27498 1.77693 -1.2 -0.2 -1.0 0.2633
H -0.63951 -2.91205 -1.36511 -0.4 -1.1 -0.6 0.2197
C -0.62996 1.16153 -0.42155 -1.0 -0.8 3.2 -0.2546
H 0.71615 3.12378 0.67369 0.3 1.1 -0.7 0.2367
C 0.90408 2.29787 1.30359 0.0 0.0 3.1 -0.6547
N -0.58121 -0.17763 -1.13813 0.2 0.9 -1.8 -0.5554
H -0.58541 1.88431 -1.18862 0.4 1.3 -0.4 0.2379
H 0.21136 0.01863 -1.82664 -0.4 -1.4 1.5 0.4472
H 0.95423 -2.56074 -0.82151 1.6 -0.4 -0.2 0.2280
H -1.53690 -1.15524 0.44604 1.2 -0.6 -0.9 0.2340
C 0.38548 1.08120 0.72706 -1.4 10.0 -5.2 -0.0834
H -1.58238 1.29127 0.19457 0.3 -0.5 -1.4 0.2372
H -1.35102 -0.24221 -1.83124 -0.1 -0.1 0.8 0.4387
```
Positions in Å, forces in eV/Å.

The lowest unoccupied orbital energy (spin up / spin down) comes out at -3.3 / -6.4 eV. As for the expectation value of S²: 2.01. The molecular weight comes out at 98.17 g/mol. The value obtained for the calculated total energy is -7892.310 eV. The total charge is +1. Its multiplicity is 3. The energy above the lowest of the compared OMol25 structures with the same formula, charge and spin is 3.1516 eV.

=====

(2)
# C34H22BrF7IMnN2O8PS

A structure of composition C34H22BrF7IMnN2O8PS (ωB97M-V/def2-TZVPD, OMol25).

XYZ file:
```
78
Properties=species:S:1:pos:R:3:forces:R:3:lowdin_spin:R:1
H 1.71847 4.57462 -0.99915 0.0 0.0 0.0 0.0053
C -0.68361 -4.54798 0.98770 0.3 -0.2 0.0 0.0002
C 1.94468 2.56435 -0.29462 0.2 0.1 0.1 0.0162
H -5.00046 -1.83558 0.91964 0.0 0.0 0.0 0.0000
C -5.70757 -2.32479 -1.03569 0.0 0.0 0.0 0.0001
H -6.74844 -2.20719 -0.75704 0.0 0.0 0.0 0.0000
N -4.40831 3.35806 -1.01266 0.2 -0.1 0.0 0.1097
O -0.20893 -1.17555 -1.87080 0.0 0.1 -0.6 0.0215
C 2.93663 1.63175 0.08343 0.0 0.0 -0.1 0.0363
H -1.83506 -2.61080 3.63225 0.0 0.0 0.0 0.0000
O -0.62477 0.42731 -3.66190 0.0 -0.1 -0.2 0.0153
F -1.62854 -7.89172 2.01362 0.0 0.1 0.0 0.0000
F -3.90146 -6.53052 2.55620 0.0 0.0 0.0 0.0000
C -0.28547 3.27769 -0.09208 0.3 -0.4 0.1 0.2997
H -0.99597 5.91796 0.21790 0.1 0.0 0.0 0.0015
C -1.69562 -6.57584 1.76792 0.2 -0.3 0.0 0.0000
H -3.70672 0.73442 -2.71543 0.0 0.0 0.0 -0.0002
H -4.45839 0.22708 -1.22584 0.0 0.0 0.0 -0.0005
H -4.42347 5.24287 -0.16069 0.0 0.0 0.0 -0.0033
H -1.99441 -2.63944 -2.02166 0.0 0.1 0.0 0.0002
C -2.84720 -5.88338 2.03984 -0.4 0.2 0.1 0.0001
C 3.76536 4.18365 -0.52921 0.0 0.0 0.0 0.0001
H -1.36999 4.31275 2.19057 -0.1 0.1 0.0 0.0010
N 0.60017 2.27216 -0.35245 0.0 0.3 -0.3 0.0774
S 0.39073 -0.45357 -3.12433 0.1 -0.3 -0.1 0.0106
C -2.90873 -4.52544 1.77736 -0.1 -0.1 0.2 0.0002
H -6.14276 -2.81831 -3.07928 0.0 0.0 0.0 0.0000
H -3.74867 -3.02988 -3.70498 0.0 0.0 0.0 0.0000
C -3.80359 4.37517 -0.37700 -0.1 -0.1 0.0 -0.0124
C -3.68712 2.24118 -1.19128 -0.6 0.1 0.0 0.0240
C -5.36744 -2.66671 -2.33752 0.0 0.0 0.0 0.0001
C 0.23280 0.98391 4.00557 0.1 -0.1 0.1 0.0010
C -4.71739 -2.10925 -0.08783 -0.1 -0.1 0.1 0.0003
F -0.45543 1.31059 5.11601 0.0 0.0 0.1 0.0001
C -4.02990 -2.79299 -2.68617 0.0 0.0 0.1 0.0000
H 0.13563 4.15586 0.37618 0.0 0.0 0.2 0.0138
C -1.89433 5.54998 0.72835 0.0 0.0 0.3 0.0082
H -2.66992 -1.38912 5.59400 0.0 0.0 0.0 0.0000
C 2.42755 3.84987 -0.62283 0.0 0.0 0.0 0.0327
Br 0.86571 -3.76985 0.25417 0.0 0.1 -0.1 0.0004
O -1.58312 5.26284 2.09379 0.0 0.0 -0.3 0.0085
C -3.37258 -2.24165 -0.42283 0.1 -0.1 -0.1 0.0005
F 0.49764 -6.61980 1.00098 0.0 0.1 0.0 0.0000
O -0.38983 0.57730 1.77285 -0.1 0.1 0.0 0.0195
H -5.31238 1.38950 -2.26500 0.0 0.0 0.0 0.0000
H -3.56530 0.34165 1.05467 0.0 0.0 0.0 0.0006
C -3.42846 -0.07892 2.04518 0.0 0.1 0.0 0.0007
C -2.71712 -1.26783 2.20311 0.1 0.0 0.0 0.0002
C -3.03855 -2.58207 -1.73525 0.0 0.1 0.0 0.0004
C -3.90185 0.60921 3.15311 0.0 -0.1 0.0 0.0000
C -0.48686 1.40800 2.69238 0.0 0.0 -0.1 0.0017
H -4.43679 1.54015 3.01053 0.0 0.0 0.0 0.0000
C -2.47942 4.38522 -0.00885 0.1 0.0 0.0 0.0681
O -1.00042 2.53308 2.76136 0.0 -0.1 -0.1 0.0096
C -0.61066 -5.90747 1.24592 0.1 0.0 0.0 0.0000
H 4.99190 1.20161 0.46212 0.0 0.0 0.0 -0.0004
C -2.91192 -1.03412 4.59813 0.0 0.0 0.0 0.0000
F 1.43031 1.61105 4.09522 0.1 0.0 0.0 0.0003
F -4.06461 -3.93061 2.08811 0.0 0.0 -0.1 0.0000
H -2.61637 6.36945 0.73471 0.0 0.0 0.0 0.0001
C 4.71098 3.24981 -0.12405 0.0 0.0 0.0 0.0427
F 0.49374 -0.33458 4.09567 0.0 0.0 0.0 0.0000
I 2.40720 -0.32393 0.56963 0.2 -0.2 0.3 0.0382
C -2.44252 -1.72361 3.48812 -0.1 0.0 0.1 0.0003
H 4.07526 5.19041 -0.78830 0.0 0.0 0.0 -0.0011
O -1.78715 0.90842 -0.82011 -0.4 0.3 -0.5 0.0987
O 0.95839 -1.39974 -4.04626 0.2 -0.1 0.1 -0.0024
C -4.33570 1.08216 -1.89142 0.0 0.0 0.0 -0.0018
C -3.65269 0.12847 4.43264 0.0 0.0 0.0 0.0002
C -1.67764 3.24734 -0.30078 0.1 0.2 0.0 0.0269
Mn 0.03532 0.45734 -0.87512 -0.4 0.7 1.2 3.9040
H 5.75967 3.51026 -0.03845 -0.1 0.0 0.0 0.0035
P -1.93914 -2.01449 0.72682 -0.3 0.0 0.0 0.0050
C -1.84429 -3.81842 1.23951 -0.1 0.2 0.0 0.0014
C 4.27914 1.96149 0.16404 0.0 0.1 0.0 0.0000
C -2.36036 2.11381 -0.77988 0.5 -0.8 0.3 0.0864
O 1.43287 0.38387 -2.37516 -0.4 -0.1 -0.3 0.0285
H -4.00611 0.67610 5.29824 0.0 0.0 0.0 0.0000
```
Positions in Å, forces in eV/Å.

The lowest unoccupied orbital energy (spin up / spin down) comes out at 3.8 / 3.8 eV. As for the expectation value of S²: 8.84. The molecular weight comes out at 1044.33 g/mol. The value obtained for the calculated total energy is -203589.229 eV. The total charge is -2. Its multiplicity is 6. The energy above the lowest of the compared OMol25 structures with the same formula, charge and spin is 2.0385 eV.